C15H19AlBF5NO3P | ωB97M-V/def2-TZVPD

Positions of all 46 atoms, in Å:
F 5.158 -1.736 -3.023
C 3.249 -1.756 0.974
O -3.413 -2.254 1.930
O 2.491 1.258 2.912
F 5.405 -3.549 -0.774
H 0.358 3.204 -1.634
C -4.852 1.587 0.491
H 4.297 -0.524 -0.661
F 5.686 -4.550 -3.483
C -3.750 0.580 0.079
C -1.297 1.586 -0.319
C -6.281 1.334 -0.081
H 3.269 1.853 3.007
O 3.357 0.812 0.656
C -5.534 -0.875 -1.432
H 1.617 0.802 -2.110
C -6.645 0.143 -1.025
N 0.778 0.924 1.105
H -1.799 -1.926 3.804
H -5.681 -1.771 -2.116
H 3.624 -2.684 0.392
H -3.600 -0.517 3.575
H 2.458 -0.562 -0.744
C -0.063 0.059 1.934
Al 6.000 -3.176 -2.408
H 2.031 2.393 -2.983
H -7.141 2.053 0.158
H 3.168 1.819 -1.623
C 1.112 2.662 -0.942
H -4.604 2.471 1.164
H -7.687 -0.030 -1.462
H 2.131 -1.960 1.175
C 3.341 -0.487 -0.011
P -2.623 -1.266 2.805
H -1.736 2.198 -1.174
C -2.219 0.656 0.512
C 2.084 1.851 -1.971
C 0.241 1.702 -0.012
B 2.230 1.004 1.504
H 0.421 -0.510 2.809
F 1.800 3.712 -0.235
H -3.289 -1.361 -1.172
H 3.856 -1.557 1.921
F 7.744 -2.860 -2.345
C -4.118 -0.628 -0.861
C -1.575 -0.125 1.692

Forces on the atoms, in the same order (eV/Å):
0.613 -1.233 0.817
-0.275 0.431 -0.917
1.989 1.957 1.680
-0.901 0.622 -2.945
0.329 0.535 -1.428
0.971 -0.869 1.492
-0.537 -3.247 -2.550
-1.564 0.006 1.194
0.224 1.490 1.186
-2.589 -1.080 -1.154
1.961 -1.813 2.673
1.625 -1.956 -1.071
-0.415 -0.994 -0.071
-3.170 -0.156 1.602
1.323 3.617 2.867
1.039 1.692 0.162
3.891 -0.023 1.018
-3.580 -0.542 -0.785
-0.029 0.935 -0.723
0.017 1.472 1.083
-0.263 1.591 1.042
1.204 0.156 -0.372
1.254 0.234 1.061
-2.776 0.843 -1.708
0.477 -0.344 -0.396
0.124 -0.816 1.604
1.640 -1.145 -0.254
-1.652 -0.127 -0.299
0.022 0.074 -1.359
-0.541 -1.389 -1.077
1.645 0.595 0.959
1.610 0.355 0.160
0.546 -1.829 -1.640
-2.449 -2.258 -2.222
0.726 -0.998 1.385
2.217 0.946 -0.035
-0.790 0.374 0.011
-3.252 -1.313 1.176
4.152 0.346 1.752
-0.480 1.224 -1.675
-1.022 -2.066 -0.599
-1.406 1.329 0.715
-0.901 -0.507 -1.293
-1.902 -0.251 0.012
-1.947 1.622 0.431
2.841 2.512 -1.505

Output
frontier orbital gap	6.834	eV
charge	0